# 1
Entry from the Open Molecules 2025 dataset: C5H8O in the gas phase (ωB97M-V/def2-TZVPD).

Last column: Mulliken charge in e.
CARTESIAN COORDINATES (ANGSTROEM)
C: 2.322 -0.384 -0.029  -1.106
C: 1.014 0.348 0.024  0.104
C: -0.050 0.094 -0.733  -0.692
C: -1.403 0.599 -0.365  0.090
C: -2.173 -0.251 0.549  -0.414
O: -1.579 0.957 0.999  -0.401
H: 2.212 -1.348 -0.536  0.315
H: 2.655 -0.583 0.995  0.304
H: 3.122 0.178 -0.523  0.279
H: 0.895 1.088 0.814  0.338
H: -0.012 -0.618 -1.559  0.283
H: -1.947 1.241 -1.060  0.374
H: -1.691 -1.165 0.900  0.253
H: -3.262 -0.265 0.528  0.275

Values from the calculation:
LUMO level, eV: 1.19
Total energy, Ha: -270.48253
2S+1: 1
Molecular weight, g/mol: 84.1
SMILES: C/C=C/[C@H]1CO1
HOMO, Eh: -0.34301



# 2
Entry from the Open Molecules 2025 dataset: C5H8O in the gas phase at a distorted geometry (ωB97M-V/def2-TZVPD).

Last column: Mulliken charge in e.
CARTESIAN COORDINATES (ANGSTROEM)
C: 0.249 -2.040 0.153  -0.882
C: 1.266 -1.166 0.172  0.159
C: 1.286 0.299 0.002  -0.377
C: 0.255 1.119 -0.245  -0.096
C: -1.163 0.668 -0.167  -0.273
O: -2.203 1.530 -0.551  -0.522
H: -0.787 -1.791 -0.033  0.148
H: 0.435 -3.095 0.337  0.234
H: 2.250 -1.590 0.373  0.241
H: 2.256 0.766 0.161  0.290
H: 0.385 2.199 -0.196  0.232
H: -1.361 -0.252 -0.724  0.252
H: -1.092 0.534 0.934  0.282
H: -2.026 2.413 -0.217  0.310

Values from the calculation:
LUMO level, eV: 0.82
Total energy, Ha: -270.47823
2S+1: 1
Molecular weight, g/mol: 84.1
SMILES: C=C/C=C\CO
HOMO, Eh: -0.32332



# 3
Entry from the Open Molecules 2025 dataset: C5H8O in the gas phase at a distorted geometry (ωB97M-V/def2-TZVPD).

Last column: Mulliken charge in e.
CARTESIAN COORDINATES (ANGSTROEM)
C: -1.823 2.152 0.001  -1.266
C: -0.867 1.115 0.307  0.701
C: -0.096 0.190 0.324  -0.594
C: 0.392 -0.855 -0.593  -0.218
C: 1.529 -1.690 0.013  -0.328
O: 1.615 -1.462 1.402  -0.526
H: -1.981 2.808 0.852  0.325
H: -1.446 2.732 -0.849  0.279
H: -2.768 1.683 -0.290  0.283
H: -0.498 -1.447 -0.847  0.245
H: 0.698 -0.316 -1.500  0.291
H: 1.319 -2.748 -0.190  0.244
H: 2.465 -1.420 -0.500  0.208
H: 1.059 -0.664 1.572  0.354

Values from the calculation:
LUMO level, eV: 0.84
Total energy, Ha: -270.45346
2S+1: 1
Molecular weight, g/mol: 84.1
SMILES: CC#CCCO
HOMO, Eh: -0.35016



# 4
Entry from the Open Molecules 2025 dataset: C5H8O in the gas phase at a distorted geometry (ωB97M-V/def2-TZVPD).

Last column: Mulliken charge in e.
CARTESIAN COORDINATES (ANGSTROEM)
C: 0.721 1.774 0.359  -1.044
C: -0.294 0.745 0.793  0.425
O: -0.797 0.679 1.898  -0.607
C: -0.600 -0.211 -0.249  0.205
C: 0.352 -1.159 -0.976  -0.540
C: -0.724 -1.693 -0.038  -0.559
H: 0.848 1.877 -0.727  0.337
H: 0.541 2.742 0.819  0.350
H: 1.634 1.337 0.770  0.289
H: -1.327 0.870 -0.350  0.195
H: 1.415 -1.206 -0.695  0.242
H: 0.201 -1.407 -2.026  0.243
H: -1.511 -2.263 -0.527  0.238
H: -0.458 -2.086 0.949  0.225

Values from the calculation:
LUMO level, eV: 0.95
Total energy, Ha: -270.44198
2S+1: 1
Molecular weight, g/mol: 84.1
SMILES: CC(=O)C1CC1
HOMO, Eh: -0.34109



# 5
Entry from the Open Molecules 2025 dataset: a molecular structure, C5H8O at a distorted geometry (ωB97M-V/def2-TZVPD).

Last column: Mulliken charge in e.
CARTESIAN COORDINATES (ANGSTROEM)
C: -1.451 -1.128 -0.317  -0.910
C: -0.638 -0.041 -0.775  -0.500
C: 0.183 1.529 0.786  -1.018
C: 0.749 0.589 -0.121  0.567
C: 1.549 -0.509 0.523  -0.193
O: 2.596 -0.928 0.095  -0.474
H: -0.998 -2.009 0.130  0.334
H: -2.543 -1.081 -0.352  0.267
H: -0.609 -1.054 -1.464  0.326
H: -1.167 0.742 -1.311  0.383
H: -0.189 1.199 1.754  0.295
H: 0.134 2.588 0.561  0.302
H: 1.284 1.017 -0.971  0.293
H: 1.100 -0.913 1.461  0.328

Values from the calculation:
LUMO level (alpha / beta), eV: 0.03 / 0.58
Total energy, Ha: -270.34359
2S+1: 1
Molecular weight, g/mol: 84.1
HOMO (alpha / beta), Eh: -0.25420 / -0.29248



# 6
Entry from the Open Molecules 2025 dataset: C5H8O in the gas phase at a distorted geometry (ωB97M-V/def2-TZVPD).

Last column: Mulliken charge in e.
CARTESIAN COORDINATES (ANGSTROEM)
C: 0.521 0.433 -0.208  -0.005
C: -0.158 2.102 0.336  -0.789
C: -0.909 0.856 0.162  -0.527
C: 0.871 -1.364 -0.188  0.083
C: -0.217 -2.149 -0.163  -0.837
O: 1.296 -0.198 0.723  -0.351
H: 0.946 0.764 -1.161  0.369
H: 1.823 -1.839 -0.399  0.377
H: -1.593 0.795 -0.678  0.258
H: -1.237 0.352 1.066  0.356
H: -0.200 2.875 -0.417  0.283
H: 0.209 2.377 1.315  0.270
H: -0.125 -3.207 -0.339  0.278
H: -1.227 -1.798 -0.051  0.235

Values from the calculation:
LUMO level (alpha / beta), eV: 0.41 / 0.41
Total energy, Ha: -270.35365
2S+1: 1
Molecular weight, g/mol: 84.1
HOMO (alpha / beta), Eh: -0.27572 / -0.27575



# 7
Entry from the Open Molecules 2025 dataset: C5H8O in the gas phase at a distorted geometry (ωB97M-V/def2-TZVPD).

Last column: Mulliken charge in e.
CARTESIAN COORDINATES (ANGSTROEM)
C: -2.432 0.568 -0.092  -1.007
C: -1.701 -0.711 -0.305  -0.162
C: -0.406 -0.569 0.453  -0.019
C: 0.465 0.419 0.211  -0.227
C: 1.956 0.474 0.037  -0.300
O: 2.677 -0.393 -0.260  -0.422
H: -3.256 0.839 -0.780  0.310
H: -2.892 0.579 0.886  0.319
H: -1.760 1.422 0.105  0.221
H: -1.958 -1.707 0.170  0.261
H: -1.391 -0.809 -1.319  0.222
H: -0.048 -1.199 1.285  0.338
H: 0.144 1.506 -0.079  0.085
H: 2.448 1.425 -0.013  0.381

Values from the calculation:
LUMO level, eV: 0.06
Total energy, Ha: -270.44195
2S+1: 1
Molecular weight, g/mol: 84.1
SMILES: CC/C=C/C=O
HOMO, Eh: -0.34022



# 8
Entry from the Open Molecules 2025 dataset: C5H8O in the gas phase (ωB97M-V/def2-TZVPD).

Last column: Mulliken charge in e.
CARTESIAN COORDINATES (ANGSTROEM)
C: -1.217 -0.944 -0.168  -0.430
O: -0.872 -1.668 0.943  -0.280
C: -0.079 -0.499 1.077  -0.206
C: -0.649 0.843 -0.044  -0.613
C: 0.888 0.962 -0.184  -0.372
C: 1.249 -0.446 0.321  -0.596
H: -2.284 -0.729 -0.222  0.379
H: -0.757 -1.264 -1.105  0.326
H: -1.156 1.540 0.625  0.376
H: -1.114 0.955 -1.037  0.324
H: 1.272 1.739 0.481  0.245
H: 1.208 1.176 -1.208  0.317
H: 2.101 -0.488 1.007  0.305
H: 1.411 -1.178 -0.486  0.223

Values from the calculation:
LUMO level, eV: 0.88
Total energy, Ha: -270.34120
2S+1: 1
Molecular weight, g/mol: 84.1
HOMO, Eh: -0.28184